[1]
The following is a DFT calculation (ωB97M-V with the def2-TZVPD basis set) of a gas-phase ion, C3H7N2S2 (charge +1) in a non-equilibrium geometry.

Summary:
- ΔE to the lowest compared entry with this formula, charge and spin: 116.1 kcal per mole
- Net charge: +1
- 2S+1: 1

XYZ file:
```
14
Properties=species:S:1:pos:R:3:forces:R:3:lowdin_charge:R:1
C 1.4495 0.8452 0.1548 -0.74 1.66 -0.72 -0.748
C -0.9787 1.4431 -0.3965 1.35 -1.08 1.24 0.040
C -0.3370 -0.5862 0.6470 0.03 0.01 0.09 -0.254
N 1.0046 -0.3712 0.3213 1.32 -0.58 -0.30 -0.511
N -1.1476 -0.0316 -0.4320 -1.12 0.42 -0.28 -0.018
S 2.6866 1.7374 -0.1409 -0.34 -0.21 0.20 0.875
S 1.8085 -1.7016 -0.5175 0.02 0.27 0.53 0.896
H -1.5322 1.8976 0.4565 0.47 -0.13 -1.25 0.099
H -0.8576 1.7430 -1.4023 -0.28 1.28 -0.48 0.056
H -0.4795 -1.5975 0.6150 -0.46 -2.82 0.22 0.089
H -0.6384 -0.2588 1.6196 -0.21 0.86 0.38 0.156
H -2.1374 -0.3072 -0.2084 0.84 0.05 -0.95 0.201
H -0.7742 -0.4374 -1.3513 -1.13 0.57 1.47 0.206
H 1.9333 -2.3748 0.6347 0.25 -0.31 -0.14 -0.089
```
Forces are in eV/Å.


[2]
The following is a DFT calculation (ωB97M-V with the def2-TZVPD basis set) of C3H7N3 in the gas phase in a non-equilibrium geometry.

Summary:
- ΔE to the lowest compared entry with this formula, charge and spin: 83.2 kcal per mole
- Net charge: 0
- 2S+1: 1

XYZ file:
```
13
Properties=species:S:1:pos:R:3:forces:R:3:lowdin_charge:R:1
H -0.8444 2.0849 -0.0216 -0.29 -1.19 -0.12 0.087
N -0.1477 1.3356 0.0274 0.45 0.80 0.21 0.075
C -0.3952 0.0891 -0.0258 -1.49 -0.37 -0.47 -0.504
C -1.8074 -0.4571 -0.0780 -2.79 0.93 1.06 -0.074
N 0.5668 -0.9191 -0.0587 -2.49 -3.73 2.67 -0.084
N 1.9076 -0.8271 -0.0277 2.97 2.95 -0.88 -0.087
C 2.3322 0.4294 -0.0568 -2.86 -0.89 0.97 -0.042
H -2.0750 -0.5892 1.1096 0.15 -0.02 -3.11 0.127
H -2.6420 0.3179 -0.5875 2.56 -1.80 1.66 0.130
H -1.9424 -1.3863 -0.6893 0.37 0.58 0.99 0.064
H 0.3041 -1.9216 0.4727 0.32 3.80 -2.29 0.221
H 1.3695 1.1559 0.1908 3.27 -0.50 -1.04 0.045
H 3.3739 0.6875 -0.2551 -0.15 -0.57 0.37 0.043
```
Forces are in eV/Å.


[3]
The following is a DFT calculation (ωB97M-V with the def2-TZVPD basis set) of C3H7N3 in the gas phase.

Summary:
- ΔE to the lowest compared entry with this formula, charge and spin: 43.3 kcal per mole
- Net charge: 0
- 2S+1: 1

XYZ file:
```
13
Properties=species:S:1:pos:R:3:forces:R:3:lowdin_charge:R:1
N 1.3824 1.8125 -0.3210 -0.33 -0.32 0.01 0.156
C 0.6533 0.8070 -0.1180 0.12 0.17 -0.04 -0.313
C -0.6291 0.1245 -0.3298 0.03 -0.03 -0.16 -0.283
N -1.7652 0.6011 0.4072 -0.21 -0.04 -0.11 0.040
C 0.5179 -0.5179 0.4905 -0.01 0.15 0.10 -0.279
N 1.2039 -1.6083 -0.1432 0.07 -0.16 0.18 0.042
H 0.8410 2.4642 -0.8959 0.21 0.15 0.04 0.055
H -0.7552 -0.3281 -1.3187 -0.03 0.04 0.18 0.141
H -2.1832 1.4075 -0.0448 0.04 -0.08 0.08 0.074
H -2.4730 -0.1229 0.4661 -0.01 0.11 0.03 0.073
H 0.3230 -0.5316 1.5677 0.04 0.00 -0.19 0.142
H 0.7317 -2.4834 0.0594 0.10 0.04 -0.02 0.074
H 2.1539 -1.6766 0.2038 -0.04 -0.02 -0.11 0.077
```
Forces are in eV/Å.


[4]
The following is a DFT calculation (ωB97M-V with the def2-TZVPD basis set) of C3H7N3 in the gas phase in a non-equilibrium geometry.

Summary:
- ΔE to the lowest compared entry with this formula, charge and spin: 76.1 kcal per mole
- Net charge: 0
- 2S+1: 1

XYZ file:
```
13
Properties=species:S:1:pos:R:3:forces:R:3:lowdin_charge:R:1
C 2.2611 -0.0509 0.1226 -0.29 -2.14 3.89 -0.018
C 0.8103 -0.3459 0.2803 -1.94 0.37 -0.81 -0.443
N 0.0197 -1.3523 0.0146 -0.97 1.26 0.92 0.127
N -1.1745 -0.4876 0.6153 2.26 -2.20 -0.94 -0.143
C -2.3033 -0.3918 -0.3404 -0.74 2.30 0.18 -0.114
N -0.1696 0.5815 0.6417 -0.02 0.32 -0.78 0.026
H 2.5118 0.7105 0.9172 0.18 -0.85 -1.00 0.100
H 2.7932 -1.0318 0.2855 -0.30 1.03 0.42 0.101
H 2.5993 0.1944 -0.8057 0.33 1.35 -2.69 0.034
H -3.2843 -0.3181 0.2283 1.29 0.22 -0.50 0.080
H -2.1845 0.4992 -1.0256 -0.16 -0.65 0.87 0.083
H -2.4637 -1.2015 -1.0285 0.74 -0.90 0.14 0.052
H -0.0566 1.1152 1.4934 -0.36 -0.10 0.30 0.114
```
Forces are in eV/Å.